{
  "formula": "C29H63BI4N5O14P2",
  "method": "ωB97M-V with the def2-TZVPD basis set",
  "spin_multiplicity": 1,
  "total_charge": 1,
  "elements": ["I", "I", "I", "I", "P", "P", "O", "O", "O", "O", "O", "O", "O", "O", "O", "O", "O", "O", "O", "O", "N", "N", "N", "N", "N", "C", "C", "C", "C", "C", "C", "C", "C", "C", "C", "C", "C", "C", "C", "C", "C", "C", "C", "C", "C", "C", "C", "C", "C", "C", "C", "C", "C", "C", "B", "H", "H", "H", "H", "H", "H", "H", "H", "H", "H", "H", "H", "H", "H", "H", "H", "H", "H", "H", "H", "H", "H", "H", "H", "H", "H", "H", "H", "H", "H", "H", "H", "H", "H", "H", "H", "H", "H", "H", "H", "H", "H", "H", "H", "H", "H", "H", "H", "H", "H", "H", "H", "H", "H", "H", "H", "H", "H", "H", "H", "H", "H", "H"],
  "coordinates": [[-5.335785, 3.237550, 4.596777], [-5.853431, 0.429649, -2.021809], [0.381296, 1.764031, 3.872707], [-3.165138, 0.560122, 4.352243], [1.352792, -0.041543, 2.337681], [-0.970055, -1.550318, -0.377466], [6.668035, -0.027917, 1.261509], [1.414092, -1.748664, 2.337795], [-5.787757, -2.004045, 1.715183], [-1.994579, -5.742031, 2.559299], [1.353698, -4.877865, -1.057630], [-4.105862, -1.677189, -0.893040], [-0.993411, -8.079144, -1.680179], [-1.381709, -1.355440, -2.045206], [-2.606958, 1.329981, -2.478342], [1.116305, 3.083257, -4.680430], [-2.594851, -2.573375, 2.090069], [-1.663281, 5.719861, 4.773467], [0.104882, 3.227201, 1.199494], [-0.477710, 2.614449, -7.289293], [-0.983900, 0.024272, 0.484918], [-1.284948, -0.490580, 1.781273], [0.623486, -2.261165, -0.483671], [-1.475081, 3.204948, -1.379445], [3.082114, 0.394985, 2.170225], [-1.946539, 1.992192, 1.511311], [7.999113, -0.432823, 1.554265], [-6.359608, -2.910050, 2.647126], [2.111897, 0.397015, -1.206663], [-0.933529, -9.372044, -2.267606], [3.556781, -1.462017, -3.415708], [0.340911, 0.703941, 0.859000], [-2.659075, 5.878858, 5.774330], [3.544601, -0.150355, -1.037678], [-0.658335, -5.430325, 2.914587], [-0.314396, 1.975704, 1.748284], [0.071391, 4.379224, 2.048163], [1.541562, 4.896514, 2.540740], [-4.101936, 4.348727, 1.870882], [2.294903, 5.467248, 1.206815], [-4.317074, -0.464240, -0.692820], [-2.160978, 0.975772, 0.214174], [-3.916886, 3.134073, 2.890948], [5.770672, -1.590460, -1.745392], [-3.660603, 0.473075, 0.438351], [2.505920, 3.093316, -4.381239], [2.132458, -0.888593, -3.644667], [1.297960, 1.342671, -0.221395], [-0.427928, 1.325162, -7.884542], [1.414504, 0.007193, -2.570543], [1.093214, -6.279267, -1.032266], [-1.676257, -1.799882, 1.688480], [4.274626, -1.073704, -2.090474], [-2.948345, 2.055183, 2.728183], [-2.101143, 1.841918, -1.199957], [-1.457764, -9.366034, -3.226254], [0.111656, -9.636738, -2.430010], [-0.778491, 3.205033, -2.146626], [0.838368, -2.501566, -1.465069], [-0.653687, -4.734970, 3.758847], [3.169765, 6.160025, 1.458535], [2.994467, 3.905011, -4.926027], [0.614473, 1.059474, -8.062630], [2.635023, 3.249424, -3.309404], [-2.063720, 3.037708, 1.040938], [1.618057, -1.145948, -4.639428], [-1.391147, -10.103075, -1.596883], [-6.055042, -3.930756, 2.402843], [0.626252, -3.124492, 0.088228], [2.174919, 3.978253, 2.852657], [6.250496, 0.203630, 2.100758], [2.758443, 4.561283, 0.654047], [1.666038, -6.744182, -0.225995], [-0.146940, -6.349237, 3.202076], [-0.965024, 1.337572, -8.835715], [0.926002, -2.133948, 3.110811], [6.321881, -0.902502, -1.009544], [-1.927437, -7.869779, -1.547227], [-4.208957, 3.956387, 0.790296], [5.752822, -2.635437, -1.243621], [1.030071, 2.943206, -5.635587], [-3.198305, 5.040769, 1.980499], [-2.764367, 6.939664, 6.003104], [-0.703315, 4.379124, 2.891864], [-2.423070, -4.912985, 2.309753], [-1.591950, 4.772620, 4.592339], [-1.858248, 1.415091, -3.119748], [8.538509, 0.390252, 2.028706], [-1.548567, -2.239505, -2.447391], [3.263694, 1.080315, 2.919068], [-4.827015, -2.091179, 1.786067], [0.032753, -6.437549, -0.857194], [4.126689, -2.133266, -4.140393], [-1.408897, 2.824595, -7.142808], [-2.360064, 5.341826, 6.677972], [2.301157, -4.766104, -1.214129], [-4.326157, 1.422199, 0.449986], [7.982899, -1.300069, 2.218743], [0.813400, 2.111955, -0.941722], [1.370849, -6.721328, -1.991304], [-7.445706, -2.834534, 2.590472], [2.948701, 2.134536, -4.663003], [8.498280, -0.701529, 0.622928], [3.668446, -0.451668, 2.275107], [6.315558, -1.699042, -2.742163], [-3.612082, 5.491220, 5.407397], [2.112006, 1.966265, 0.320477], [-0.878234, 0.590766, -7.211590], [4.153053, 0.114834, -0.117594], [-2.281745, 3.819235, -1.623683], [1.476243, 5.669314, 3.376600], [-5.050721, 4.964735, 2.097859], [-3.828925, -0.141585, 1.408469], [1.563811, 5.955928, 0.468301], [-0.143298, -4.982911, 2.058688], [0.366067, 0.377744, -2.842578], [-0.280320, 5.251796, 1.361960], [-6.031778, -2.654925, 3.658106]],
  "forces_ev_per_angstrom": [[1.0, 0.1, -1.6], [0.7, -0.2, 0.9], [-1.5, 3.0, 2.1], [0.6, 0.4, -1.5], [1.7, -3.6, -0.4], [1.5, -3.7, -3.0], [-0.4, 0.0, 0.0], [0.1, 0.3, -0.2], [0.2, 0.3, -0.2], [0.0, 0.0, -0.1], [0.3, 0.4, 0.0], [-0.1, 4.8, 1.3], [-0.4, 0.0, 0.0], [0.6, -0.2, 3.0], [1.7, -0.6, 2.6], [-0.1, -0.1, 0.0], [5.5, 3.1, -1.2], [0.2, -0.1, -0.3], [0.6, -1.3, 1.5], [0.0, 0.1, 0.2], [1.1, 0.0, 0.4], [-1.1, -4.2, 1.1], [-3.0, 0.7, 0.1], [-0.9, -0.9, 0.8], [-1.6, -0.9, 0.1], [0.5, 1.5, -0.5], [0.0, 0.0, 0.3], [0.2, 0.0, 0.1], [1.2, -2.8, -3.6], [-0.3, 0.0, 0.0], [-1.3, 2.5, 3.4], [0.8, 3.8, -0.8], [0.0, -0.2, 0.0], [-1.3, -0.8, -2.4], [-0.4, 0.2, -0.1], [-0.9, 0.5, -1.5], [0.0, 3.2, 0.3], [0.3, -1.0, -1.6], [-0.1, -0.2, 0.2], [0.2, -0.8, 0.1], [0.4, -3.4, -1.0], [-1.6, 2.1, 1.5], [1.9, -1.8, -1.0], [-1.0, -0.2, -0.2], [-1.0, -1.2, -0.6], [-0.1, 0.0, -0.2], [1.5, 0.5, 2.7], [1.3, 0.6, -1.7], [-0.2, 0.0, 0.0], [3.4, -1.3, 0.1], [0.2, 0.0, 0.1], [-5.6, 0.4, -0.3], [-2.7, 1.1, -0.1], [-2.8, 2.2, 0.9], [0.8, 0.5, -3.4], [0.1, -0.2, 0.0], [-0.1, 0.1, 0.1], [-0.8, 0.3, 0.4], [0.1, 0.4, 0.6], [0.2, 0.0, 0.1], [-1.4, -0.9, -0.3], [0.2, 0.0, 0.1], [-0.1, 0.1, 0.0], [-0.1, 0.0, -0.1], [0.1, -1.6, 0.7], [0.7, 0.6, 1.8], [0.1, -0.2, -0.1], [-0.1, -0.1, 0.2], [0.3, 0.6, -0.4], [-1.1, 1.6, -0.1], [0.1, 0.0, -0.3], [-0.8, 1.4, 0.8], [-0.1, -0.1, 0.0], [-0.1, 0.1, -0.1], [0.1, -0.2, 0.0], [0.6, 0.9, -0.9], [-1.0, -0.8, -1.3], [0.2, 0.0, 0.0], [0.3, 0.6, 1.6], [-0.2, 1.7, -0.9], [-0.3, 0.1, 0.2], [-1.2, -0.9, -0.3], [0.1, -0.1, -0.1], [1.2, -0.6, -1.2], [0.0, -0.2, 0.1], [0.0, 0.2, 0.2], [-1.1, 0.3, 0.4], [0.2, -0.1, 0.0], [0.0, 0.6, 0.4], [0.0, -0.5, -0.4], [-0.2, -0.1, 0.0], [0.3, 0.2, 0.0], [-1.2, 1.1, 0.9], [0.3, 0.1, 0.0], [-0.2, 0.1, 0.1], [-0.2, 0.1, 0.0], [1.3, -1.5, 0.2], [0.2, 0.0, 0.0], [0.4, -1.2, 1.5], [-0.2, -0.1, 0.1], [0.1, 0.1, -0.1], [0.2, 0.1, 0.1], [-0.1, 0.1, 0.1], [-0.4, 0.7, -0.2], [-0.5, 0.2, 1.5], [0.0, 0.1, 0.2], [-1.6, -1.1, -0.5], [0.1, -0.2, -0.1], [-1.0, -0.3, -1.3], [1.1, -0.3, -0.1], [-0.1, -1.1, -1.2], [1.6, -1.2, -0.2], [0.4, 1.3, -1.4], [1.1, -0.5, 1.2], [0.3, 0.0, 0.0], [1.8, -0.5, 0.5], [0.4, -1.6, 1.0], [-0.1, -0.2, 0.1]]
}

{
  "formula": "C29H63ClN8O10S2Si",
  "method": "ωB97M-V with the def2-TZVPD basis set",
  "spin_multiplicity": 1,
  "de_lowest_kj_mol": 0.0,
  "smiles": "CCOCCO[Si@](CCCCS(=O)(=O)Cl)(CCSc1nnco1)CNC.CN(C)C=O.CN(C)C=O.CN(C)C=O.CN(C)C=O.CN(C)C=O",
  "total_charge": 0,
  "elements": ["Cl", "S", "S", "Si", "O", "O", "O", "O", "O", "O", "O", "O", "O", "O", "N", "N", "N", "N", "N", "N", "N", "N", "C", "C", "C", "C", "C", "C", "C", "C", "C", "C", "C", "C", "C", "C", "C", "C", "C", "C", "C", "C", "C", "C", "C", "C", "C", "C", "C", "C", "C", "H", "H", "H", "H", "H", "H", "H", "H", "H", "H", "H", "H", "H", "H", "H", "H", "H", "H", "H", "H", "H", "H", "H", "H", "H", "H", "H", "H", "H", "H", "H", "H", "H", "H", "H", "H", "H", "H", "H", "H", "H", "H", "H", "H", "H", "H", "H", "H", "H", "H", "H", "H", "H", "H", "H", "H", "H", "H", "H", "H", "H", "H", "H"],
  "coordinates": [[0.408030, 1.709319, 1.702039], [-3.622020, -2.784953, 1.828915], [-0.400254, 1.524743, -0.187686], [-0.487689, -3.038690, -1.056696], [2.290641, -1.141225, 2.143472], [-5.580771, -3.208192, 8.863567], [-5.730012, -1.027585, 1.586819], [-1.138468, 2.704069, -0.601785], [-1.282498, 0.372937, -0.157951], [6.501455, 0.214496, -6.130169], [4.089566, 0.141984, -0.789416], [-5.925383, 2.821592, 5.448994], [-2.483580, 7.321129, -3.719041], [0.295571, -2.429197, 0.317592], [-6.099933, -2.833626, 0.428565], [6.032268, 0.387682, -1.954648], [-4.286592, 1.682136, 4.343576], [0.268134, -5.698019, -0.219459], [-6.000609, -1.713531, 7.193195], [5.940545, 1.695497, -7.770140], [-1.870211, 6.846078, -1.574628], [-7.137530, -1.986393, 0.276517], [3.465126, -0.449996, 2.602671], [-0.091873, -2.130408, -2.684101], [-3.944616, 0.637374, 3.395977], [1.098096, -1.094558, -2.598403], [6.046422, 2.086586, -9.162865], [-2.360366, -2.789005, -0.741660], [2.629970, -1.747139, 0.888444], [-1.364179, 5.530481, -1.926375], [1.654881, -2.877361, 0.469497], [4.704899, 0.225756, -1.845261], [-1.797431, 7.280391, -0.194505], [-2.394819, 7.627404, -2.545783], [6.552662, 0.594094, -7.287283], [-3.222268, 2.448148, 4.966007], [0.979454, 1.208248, -1.335383], [-0.251539, -4.910258, -1.363820], [4.273780, -1.289845, 3.665708], [-6.767765, -0.837803, 8.061370], [6.691704, 0.478829, -3.247386], [5.151701, 2.513521, -6.866392], [-5.227121, -2.234356, 1.241905], [1.633526, -6.176002, -0.463574], [-5.470407, -2.846896, 7.708775], [-5.567850, 1.963237, 4.664541], [-6.944004, -0.875930, 0.960068], [0.553747, 0.397840, -2.607940], [-5.826618, -1.346925, 5.802797], [6.830679, 0.474052, -0.744404], [-2.937007, -3.712339, 0.399260], [-5.232524, -2.093760, 5.275911], [3.992743, -2.367741, 3.646397], [-4.840360, 0.152537, 3.014550], [3.218537, 0.549940, 3.029297], [1.662972, -3.621846, 1.310193], [-3.276349, 2.328948, 6.050000], [4.350990, 1.908494, -6.436468], [6.494400, 3.080574, -9.224674], [-2.170733, 4.939738, -2.362837], [-3.393152, 1.077074, 2.561567], [2.284298, -6.152290, 0.444026], [-7.125849, 0.027076, 7.505264], [5.367579, -1.192007, 3.468416], [6.702714, -0.439438, -0.160234], [-2.212173, 8.281543, -0.082342], [-6.137707, -0.506017, 8.888368], [-0.977022, 5.024058, -1.046607], [-7.616839, -1.388042, 8.470956], [0.357151, -5.036688, -2.295364], [-3.319253, -0.107358, 3.895569], [-1.021854, -1.634939, -3.053432], [4.168166, -0.251943, 1.755289], [-6.295393, 1.323297, 4.135631], [1.752393, 0.636717, -0.778406], [-2.121276, -4.388328, 0.752191], [-7.582814, 0.011363, 1.035544], [5.788183, 2.874159, -6.056017], [5.973073, 0.398551, -4.056375], [-1.258895, -5.339263, -1.628648], [-3.349526, 3.505540, 4.726617], [4.194188, 0.171882, -2.820587], [-3.733357, -4.350037, -0.050577], [3.632026, -2.244316, 1.029843], [1.747427, -1.272742, -3.492339], [-2.252644, 2.106254, 4.608444], [-6.808446, -1.269725, 5.328093], [0.202486, -2.905011, -3.437050], [-4.908305, -3.437892, 6.965594], [5.049157, 2.109610, -9.607176], [1.042892, 0.894982, -3.483160], [2.179164, -5.588655, -1.252376], [1.753135, -1.234323, -1.712953], [7.881662, 0.603563, -0.994182], [-2.748841, 8.603173, -2.171362], [1.404850, 2.202029, -1.616484], [-5.318950, -0.382169, 5.749370], [-0.753033, 7.288704, 0.126338], [-2.842110, -3.104244, -1.708188], [7.123938, 0.045565, -8.053495], [7.204821, 1.440312, -3.319357], [-0.542867, 0.449674, -2.778922], [-2.614804, -1.709670, -0.626916], [1.656006, -7.237436, -0.824121], [6.666057, 1.381988, -9.715647], [4.723674, 3.360445, -7.398902], [2.774083, -0.955930, 0.113288], [-0.569517, 5.637499, -2.668207], [7.419049, -0.329864, -3.335412], [-2.363631, 6.587252, 0.431738], [6.489249, 1.320186, -0.144870], [4.052949, -0.902828, 4.688813], [2.014525, -3.379021, -0.461036], [0.184243, -5.206597, 0.663901]],
  "forces_ev_per_angstrom": [[0.0, 0.2, -0.8], [-0.7, 0.2, -0.1], [-2.9, -0.8, -1.6], [-1.4, 0.9, 0.2], [0.7, 0.2, -0.4], [-0.1, 0.1, 0.0], [0.5, 1.2, 0.8], [1.7, 0.0, 0.8], [1.5, 0.1, 0.4], [-0.1, 0.1, -0.2], [0.4, 0.3, -0.2], [0.1, 0.0, 0.0], [0.1, -0.1, 0.1], [0.4, -0.8, -1.2], [1.8, 0.3, 1.3], [-0.3, 0.0, -0.1], [-0.3, -0.1, -0.1], [0.7, -0.1, -0.7], [0.2, -0.3, -0.1], [0.2, -0.3, -0.1], [-0.1, 0.3, -0.1], [-1.4, 1.8, -0.1], [1.0, -0.1, 0.3], [0.8, -0.1, 0.0], [0.2, 0.3, 0.3], [-0.8, 0.3, -0.4], [-0.1, 0.1, 0.2], [-0.1, -0.2, -0.4], [0.2, -0.6, -0.3], [-0.1, 0.2, -0.2], [0.2, 0.3, 1.3], [0.3, 0.1, -0.2], [0.1, -0.3, -0.2], [0.0, 0.0, 0.1], [0.0, 0.1, -0.2], [-0.3, 0.1, 0.1], [0.8, 0.1, 0.1], [-0.6, -0.3, 0.1], [-0.3, 0.4, 0.1], [0.1, -0.2, 0.1], [0.0, 0.0, 0.4], [0.1, -0.2, 0.2], [-1.5, -0.6, -1.6], [0.9, -0.5, 0.0], [0.0, 0.0, 0.0], [0.1, 0.1, -0.1], [1.3, -3.3, -0.8], [0.7, -0.1, -0.2], [-0.1, 0.1, 0.3], [-0.3, 0.0, 0.1], [-0.1, 0.2, -1.4], [0.0, 0.0, 0.1], [0.2, 0.8, -0.2], [0.2, 0.2, 0.2], [-0.2, -0.8, -0.3], [0.1, 0.4, -0.7], [0.1, 0.1, 0.0], [0.0, 0.1, 0.1], [0.0, 0.0, -0.2], [0.1, -0.1, 0.0], [0.0, -0.2, -0.1], [-0.7, 0.0, -0.5], [0.1, -0.1, 0.0], [-0.8, -0.1, 0.3], [0.1, 0.1, 0.1], [0.0, 0.0, -0.1], [-0.1, 0.1, 0.0], [-0.1, 0.1, 0.0], [0.0, 0.1, 0.1], [-0.2, -0.1, 0.9], [0.0, -0.1, -0.2], [0.7, -0.3, 0.2], [-0.8, -0.1, 0.4], [0.0, 0.0, -0.1], [-0.5, 0.5, -0.2], [-0.9, 0.5, 0.4], [0.7, -0.5, 0.2], [-0.1, 0.1, 0.0], [0.0, 0.0, 0.1], [0.7, 0.6, 0.0], [0.1, 0.0, 0.1], [0.0, 0.0, 0.0], [0.5, 0.4, 0.7], [-0.7, 0.2, -0.4], [-0.5, 0.4, 0.7], [-0.1, -0.1, 0.0], [0.1, 0.1, -0.2], [-0.4, 0.5, 0.5], [0.0, 0.0, -0.1], [0.1, 0.0, -0.1], [-0.5, -0.1, 0.8], [-0.5, -0.3, 0.6], [-0.5, 0.0, -0.5], [-0.1, 0.0, -0.1], [0.0, 0.0, 0.1], [-0.5, -0.7, 0.5], [0.0, 0.0, -0.2], [-0.1, 0.0, 0.2], [0.3, 0.3, 0.7], [0.0, 0.0, 0.0], [0.0, -0.1, -0.1], [0.7, -0.1, 0.2], [0.2, -0.8, 0.2], [-0.2, 0.8, 0.3], [0.0, 0.0, 0.1], [0.1, -0.1, 0.0], [-0.4, -0.9, 0.7], [0.0, -0.1, 0.0], [0.0, 0.1, -0.2], [0.1, 0.1, 0.1], [0.1, -0.1, 0.1], [0.3, -0.4, -0.7], [0.1, 0.4, 0.6], [0.2, 0.0, -0.3]]
}

| no. | Kohn-Sham gap (eV) |
| --- | --- |
| 1 | 5.18 |
| 2 | 8.49 |